No. 1
Density functional theory data (ωB97M-V/def2-TZVPD) for a molecular structure, C10H12F6MnN2O8S2.

XYZ file:
```
41
Properties=species:S:1:pos:R:3:forces:R:3:nbo_charge:R:1
Mn -0.1509 -0.8847 0.7939 1.01 1.06 1.63 1.5002
C -4.2720 -0.7097 0.9112 0.66 -0.69 -0.22 0.7862
F -5.0603 -1.2250 1.8297 -0.32 -0.23 0.55 -0.2987
F -4.9911 -0.3458 -0.1125 -0.26 0.04 -0.68 -0.2826
F -3.6263 0.3267 1.3874 0.35 0.44 0.30 -0.2934
S -2.9964 -2.0683 0.5274 1.33 -0.11 1.87 2.1165
O -2.3405 -2.3372 1.7983 -0.23 0.72 -0.74 -0.9337
O -3.6411 -3.1994 -0.0698 0.06 1.04 -0.36 -0.8517
N -1.7537 -1.2137 -0.3745 -3.28 -1.31 0.53 -1.2904
S -2.1402 -1.6114 -1.8662 0.42 -0.78 -3.02 2.2074
O -1.7785 -2.9770 -2.1522 0.18 0.35 -0.04 -0.9345
O -3.4481 -1.1788 -2.2866 0.72 0.28 0.44 -0.9031
C -0.8749 -0.6359 -2.8684 -0.11 -0.79 0.24 0.7433
F 0.3492 -1.1831 -2.6679 -0.49 0.58 0.07 -0.3240
F -1.1545 -0.7704 -4.1686 -0.04 0.27 0.57 -0.3004
F -0.8738 0.6412 -2.5146 0.19 -0.04 -0.28 -0.3008
O -0.1178 0.1638 2.4534 -0.03 -0.13 -1.12 -1.2489
H -0.0131 -0.2201 3.3168 -0.04 -0.18 0.34 0.4535
C 1.4724 5.2142 -0.6532 0.32 -0.05 -0.80 -0.6316
C 2.1874 3.8765 -0.7266 -0.96 0.17 -0.54 0.0665
C 2.8956 3.4163 0.5269 -0.36 0.50 0.33 -0.0983
O 2.6228 2.0184 0.5616 0.52 -0.51 0.23 -0.4646
C 1.5629 1.7569 -0.1923 0.01 1.08 0.05 1.0341
O 1.0266 0.6954 -0.2625 -0.41 -0.83 -0.21 -0.6783
O 1.1709 2.8455 -0.8585 -0.03 -0.35 -0.09 -0.4742
H 2.2235 5.9943 -0.5199 -0.21 0.12 0.46 0.2233
H 0.6560 5.2153 0.0647 0.35 0.07 0.42 0.2335
H 1.0032 5.4460 -1.6118 0.08 -0.22 -0.07 0.2330
H 2.7728 3.8050 -1.6453 0.31 0.07 0.19 0.1944
H 2.4001 3.8811 1.3841 0.19 -0.09 0.12 0.1963
H 3.9646 3.5929 0.5724 0.04 -0.09 -0.13 0.2145
N 0.5529 -3.6215 1.2473 -0.19 0.08 -0.70 -0.4938
C 1.2781 -2.8638 2.1290 -0.14 -1.24 -0.04 -0.0754
C 2.0908 -2.0452 1.3859 0.33 0.22 0.37 -0.3182
C 1.7962 -2.2760 0.0157 -0.10 -0.03 -0.29 -0.3647
C 0.8237 -3.2501 -0.0421 0.01 -0.18 0.14 -0.0850
H -0.1148 -4.3376 1.4768 -0.13 0.17 0.21 0.4368
H 1.1421 -3.1329 3.1636 0.36 0.58 0.15 0.2367
H 2.8392 -1.3650 1.7558 -0.15 0.08 0.11 0.2505
H 2.2410 -1.7813 -0.8307 0.00 0.00 0.00 0.2540
H 0.2758 -3.6556 -0.8776 0.06 -0.07 0.00 0.2655
```
Forces are in eV/Å.

Output
⟨S²⟩   8.756
Total charge   0
Multiplicity   6
E_HOMO (spin up / spin down)   -0.31490 / -0.33157 hartree

No. 2
Density functional theory data (ωB97M-V/def2-TZVPD) for a molecular structure, C4H8O4S.

XYZ file:
```
17
Properties=species:S:1:pos:R:3:forces:R:3:nbo_charge:R:1
C -0.4463 1.2779 1.2616 0.34 -1.68 -3.85 0.2835
C 1.9602 -0.4976 -0.6822 0.23 0.19 -0.11 -0.2554
C -1.6709 -1.2927 -1.5179 0.06 -0.05 -0.08 -0.2602
C -0.2855 0.2140 -0.3756 -0.44 2.05 3.36 0.3679
O 0.3059 1.4534 3.6828 0.06 -0.10 0.11 -0.8557
O -1.0127 2.3195 1.4069 -0.02 -0.04 0.27 -0.5786
O 0.7102 -0.6919 -0.0556 -0.65 -0.18 -0.23 -0.5575
O -1.5260 -0.3516 -0.4630 0.26 0.02 0.04 -0.5327
S 0.4912 0.4230 2.4027 0.18 0.15 0.68 0.6176
H 2.5600 -1.3650 -0.4235 0.10 0.03 -0.02 0.2049
H 2.4506 0.4117 -0.3179 -0.02 -0.07 0.00 0.1819
H 1.8561 -0.4376 -1.7709 -0.02 -0.02 0.07 0.1760
H -1.5612 -0.8067 -2.4940 -0.02 -0.02 0.03 0.1692
H -2.6751 -1.6953 -1.4160 0.03 -0.03 -0.09 0.2035
H -0.9360 -2.0955 -1.4207 -0.08 0.01 -0.03 0.1827
H -0.0251 0.9055 -1.1870 0.02 -0.19 -0.05 0.1549
H -0.1954 2.2290 3.3702 -0.03 -0.06 -0.09 0.4981
```
Forces are in eV/Å.

Output
Relative energy (zero: lowest compared OMol25 entry of this formula, charge and spin)   176.50 kJ/mol
Total charge   0
Multiplicity   1
E_HOMO   -0.32760 hartree

No. 3
Density functional theory data (ωB97M-V/def2-TZVPD) for a molecular structure, C27H81Cs2O14.

XYZ file:
```
124
Properties=species:S:1:pos:R:3:forces:R:3:lowdin_charge:R:1
Cs -2.0843 5.5248 0.5401 -0.05 -0.60 -0.15 0.9934
Cs 2.5319 4.7872 -0.6460 -0.19 -0.61 0.06 0.9493
C -0.5052 0.0883 0.8040 -0.63 0.31 -0.51 -0.2124
O -0.7470 1.2426 0.0308 0.48 0.48 0.17 -0.4055
H -0.7336 0.2462 1.8580 0.09 0.04 0.42 0.0581
H -1.1578 -0.7229 0.4812 -0.11 -0.40 -0.05 0.0597
H 0.5155 -0.2866 0.7287 0.38 -0.06 0.02 0.0583
C 1.4206 -3.1771 1.6864 -0.09 0.74 -0.13 -0.0682
C 2.7834 -3.2100 1.0567 0.77 -0.08 0.83 -0.3104
O 2.9869 -4.2995 0.1890 -0.57 -0.18 -0.62 -0.0775
H 1.3999 -2.2772 2.3010 -0.17 0.01 0.29 0.0490
H 1.1564 -4.0327 2.3080 0.08 -0.06 -0.16 0.0909
H 0.6949 -3.0064 0.8913 -0.28 -0.32 0.06 0.0636
H 3.5953 -3.2846 1.7802 -0.10 0.34 0.54 0.1233
H 2.9595 -2.2660 0.5411 -0.03 -0.15 -0.49 0.1004
H 2.9870 -5.0905 0.7331 0.07 -0.23 -0.13 0.1137
C -3.6655 -0.8069 -3.5955 0.52 0.67 0.32 -0.0469
C -3.1704 0.0582 -2.4121 0.20 -0.57 1.03 -0.2681
O -1.7684 0.3569 -2.4360 -0.11 -0.25 -1.74 -0.1144
H -3.3958 -1.8587 -3.5001 0.00 0.09 0.28 0.0708
H -3.1934 -0.4776 -4.5211 -0.06 0.22 -0.06 0.0719
H -4.7453 -0.7231 -3.7189 0.03 0.04 0.11 0.0761
H -3.2626 -0.4690 -1.4625 -0.66 -0.54 0.00 0.0840
H -3.7055 0.9854 -2.2070 -0.34 0.19 -0.79 0.1006
H -1.5022 0.5977 -1.5456 0.47 0.36 0.95 0.0255
C -2.6793 1.6942 4.1058 0.34 -0.30 0.11 -0.0787
C -3.4095 0.4036 4.4111 0.31 -0.45 -0.38 -0.3328
O -4.3782 0.5807 5.4010 -0.35 -0.12 0.63 -0.0476
H -2.1696 2.0078 5.0168 0.04 0.07 0.04 0.0853
H -3.3293 2.5161 3.8059 -0.13 -0.10 -0.23 0.0707
H -1.9162 1.4973 3.3527 0.00 0.21 -0.20 0.0469
H -2.6933 -0.3482 4.7426 0.12 0.19 0.57 0.0972
H -3.8270 -0.1244 3.5537 -0.29 0.46 -0.57 0.1029
H -5.1341 1.0358 5.0226 -0.06 0.02 -0.01 0.0856
C 0.3561 -4.0922 -2.3807 -0.41 0.38 0.49 -0.0549
C -0.2300 -2.6626 -2.0955 0.98 -1.87 -0.11 -0.3177
O -0.8360 -2.1847 -3.2509 0.03 0.01 -0.48 -0.0734
H 0.9346 -4.4246 -1.5188 0.04 0.00 0.06 0.0492
H 1.0096 -4.1687 -3.2497 0.15 0.70 -0.01 0.0673
H -0.3821 -4.8662 -2.5912 -0.48 0.28 0.26 0.0702
H 0.5925 -2.0416 -1.7406 0.45 0.39 -0.25 0.0834
H -0.9187 -2.6424 -1.2509 -0.36 -0.50 0.17 0.0860
H -1.1337 -1.2970 -3.0390 -0.19 0.63 -0.11 0.0198
C 0.1161 0.9058 -5.6656 0.19 -0.23 0.37 -0.0611
C 1.0546 -0.2407 -5.9358 -0.81 -0.85 0.60 -0.3523
O 2.3255 0.2362 -6.1578 1.97 1.09 -0.27 -0.0743
H 0.0850 1.5569 -6.5392 -0.53 0.01 0.09 0.0851
H 0.4436 1.4843 -4.8018 0.47 0.10 -0.08 0.0453
H -0.8227 0.4919 -5.2974 -0.38 0.16 -0.67 0.0685
H 0.7702 -0.8419 -6.7994 -0.59 -0.03 -0.03 0.1197
H 1.0846 -0.8924 -5.0625 -0.36 -0.31 0.16 0.1001
H 2.9102 -0.5051 -6.3317 0.07 0.00 -0.07 0.0892
C -0.2132 -2.0711 4.9267 0.75 0.31 1.41 -0.0706
C 1.0679 -1.2394 5.2336 -1.42 0.68 -0.50 -0.3255
O 1.3808 -1.2649 6.6033 0.08 -0.86 0.40 -0.0610
H -0.5547 -1.8991 3.9060 0.11 -0.36 0.03 0.0525
H -1.0020 -1.7996 5.6283 -0.10 0.70 -0.12 0.0640
H -0.1061 -3.1097 5.2397 0.44 -0.29 -0.81 0.0773
H 0.8161 -0.1998 5.0238 -0.14 0.33 -0.51 0.0937
H 1.8904 -1.4759 4.5586 0.25 -0.48 0.16 0.0901
H 2.1547 -0.7258 6.7823 0.04 0.00 -0.10 0.0833
C -1.0055 4.7300 -3.5770 0.03 -1.00 -0.21 -0.0483
C -0.4494 3.4440 -2.9428 -0.04 0.99 -1.46 -0.3391
O -0.4607 3.6198 -1.5806 -0.29 0.81 2.29 -0.2148
H -0.7144 4.7437 -4.6273 -0.19 0.26 -0.04 0.0835
H -0.6954 5.6522 -3.0855 0.29 -0.05 0.05 0.0645
H -2.0894 4.6451 -3.4988 -0.08 0.31 -0.17 0.0803
H 0.5907 3.2580 -3.2107 0.09 -0.20 -0.69 0.1002
H -1.0991 2.6261 -3.2542 0.31 -0.26 0.01 0.1111
H -0.5590 2.7705 -1.1440 0.04 -0.81 0.57 0.0280
C 3.5757 1.2511 -2.8275 -0.32 -0.19 0.87 -0.0393
C 2.4032 0.7534 -1.9638 0.29 -1.09 -0.41 -0.2543
O 2.1421 1.5713 -0.8186 0.37 0.96 -0.65 -0.1849
H 4.5435 1.1112 -2.3461 -0.06 0.03 0.31 0.0819
H 3.4438 2.3184 -3.0052 -0.02 0.08 -0.32 0.0585
H 3.6492 0.7114 -3.7717 -0.41 0.19 -0.02 0.0606
H 2.5519 -0.2486 -1.5612 0.60 -0.26 -0.22 0.0993
H 1.4953 0.6205 -2.5521 -0.17 0.53 -0.24 0.1132
H 1.2714 1.3078 -0.5118 -1.03 0.13 0.36 0.0409
C 3.9039 -2.4346 -3.1864 -0.05 0.27 -0.57 -0.0741
C 4.9395 -2.5134 -2.0742 -0.51 0.22 -0.30 -0.3246
O 4.9502 -3.8243 -1.5941 0.90 -0.38 -0.05 -0.0749
H 2.8784 -2.4646 -2.8184 -0.04 -0.21 0.18 0.0528
H 4.0643 -3.2880 -3.8452 -0.10 -0.13 0.09 0.0850
H 3.9569 -1.5637 -3.8398 0.24 0.32 0.16 0.0501
H 4.7080 -1.8499 -1.2410 -0.06 0.50 0.02 0.0939
H 5.9292 -2.2370 -2.4377 0.07 -0.20 -0.03 0.1140
H 4.1647 -3.9353 -1.0534 -0.21 -0.40 0.27 0.0202
C 1.3148 4.4245 3.4892 0.03 -1.17 -0.57 -0.0464
C 0.3242 3.3666 2.9281 -0.07 1.26 1.89 -0.3323
O 0.1665 3.4716 1.5551 0.62 1.17 -1.08 -0.2066
H 2.2597 4.2655 2.9697 0.23 0.39 -0.02 0.0633
H 1.5174 4.2884 4.5515 -0.18 -0.17 -0.01 0.0845
H 0.9395 5.4411 3.3721 0.04 0.00 -0.26 0.0706
H -0.6255 3.6416 3.3870 -0.33 -0.55 0.35 0.0970
H 0.5909 2.3406 3.1813 0.10 0.12 0.36 0.1058
H -0.0471 2.5970 1.2220 -0.54 -0.91 -1.08 0.0272
C 4.3395 0.7320 3.3689 -0.73 -0.63 0.01 -0.0549
C 3.2789 0.7480 2.2611 0.84 -0.34 0.59 -0.3296
O 3.9048 1.2642 1.1404 1.14 1.44 -0.62 -0.0874
H 4.6194 1.7227 3.7272 0.04 0.10 -0.40 0.0748
H 5.2010 0.1896 2.9795 0.12 0.17 0.18 0.0838
H 3.9590 0.2061 4.2446 0.01 -0.19 0.04 0.0585
H 2.4166 1.3367 2.5740 -0.32 -0.01 -0.01 0.0922
H 2.9944 -0.2525 1.9355 -0.52 -0.43 0.88 0.0973
H 3.2658 1.3992 0.4367 -0.35 -0.14 -0.43 0.0070
C -5.3916 2.5306 1.3041 1.28 -1.13 -0.97 -0.0361
C -4.1380 1.7807 0.7028 -1.25 -0.79 0.82 -0.3139
O -3.1285 2.6305 0.3014 0.03 2.51 -0.39 -0.2052
H -5.9702 1.8227 1.8975 0.18 0.12 0.31 0.0713
H -6.0855 2.8522 0.5275 0.27 0.37 -0.07 0.0697
H -4.9994 3.3574 1.8963 -0.37 0.03 0.14 0.0593
H -4.3808 1.1323 -0.1390 -0.61 -0.06 0.01 0.0918
H -3.6736 1.1306 1.4443 -0.49 -0.26 0.45 0.0937
H -2.3099 2.1290 0.2999 1.23 -0.71 -0.24 0.0128
C -2.7233 -3.5440 1.4497 0.34 0.30 -1.01 -0.0613
C -3.6454 -2.7958 0.4836 -0.14 0.62 0.79 -0.3505
O -4.6673 -3.6203 0.0315 -0.85 -1.06 -0.28 -0.0568
H -3.1870 -3.9584 2.3449 -0.30 0.28 -0.16 0.0815
H -1.9249 -2.8547 1.7244 0.10 0.00 0.25 0.0437
H -2.2484 -4.3640 0.9111 0.00 -0.12 0.01 0.0774
H -3.1561 -2.3563 -0.3856 0.79 -0.19 0.01 0.0790
H -4.1080 -1.9413 0.9776 0.11 0.29 0.47 0.1002
H -5.4213 -3.0804 -0.2165 -0.01 -0.10 -0.07 0.0867
```
Forces are in eV/Å.

Output
Total charge   +1
Multiplicity   1
E_HOMO   -0.40817 hartree

What are the largest force on an atom values for these records? In order: 0.069, 0.082, 0.049 Eh/bohr.